Entry 1:
C4H6BrP | ωB97M-V with the def2-TZVPD basis set

Geometry (Å):
C 2.49 -0.34 0.03
C 0.90 1.06 -0.23
C -0.09 0.17 0.40
C 0.14 -1.33 -0.09
P 1.91 -1.84 0.02
Br 4.10 0.37 -0.04
H 1.19 1.96 0.37
H 0.85 1.19 -1.38
H -0.14 0.04 1.51
H -1.17 0.24 0.17
H -0.55 -2.08 0.36
H -0.23 -1.55 -1.21

The max |F| is 5.09 eV/Å. For the lowest unoccupied orbital energy, the calculation gives 0.0217 hartree. The spin multiplicity is 1. The calculation puts the highest occupied orbital energy at -8.7202 eV. For the frontier orbital gap, the calculation gives 0.3421 hartree.

Entry 2:
C34H26F4N5O2P2PdS2 | ωB97M-V with the def2-TZVPD basis set

Geometry (Å):
Pd -0.19 -0.17 0.07
N 2.63 0.27 -0.85
C 2.91 1.63 -0.92
C 4.18 2.14 -0.63
C 4.41 3.50 -0.69
C 3.40 4.38 -1.05
C 2.13 3.89 -1.31
C 1.87 2.52 -1.24
P 0.22 1.79 -1.40
C 0.16 1.14 -3.09
C -0.81 0.19 -3.41
C -0.89 -0.33 -4.69
C 0.01 0.09 -5.66
C 0.99 1.02 -5.35
C 1.06 1.55 -4.07
C -0.91 3.21 -1.39
C -1.72 3.51 -2.48
C -2.60 4.59 -2.42
C -2.66 5.37 -1.28
C -1.85 5.07 -0.18
C -0.99 3.99 -0.24
H 3.40 -0.29 -0.51
H 2.28 -0.14 -1.71
H 4.98 1.45 -0.38
H 5.40 3.88 -0.47
H 3.59 5.44 -1.11
H 1.34 4.57 -1.57
H -1.50 -0.16 -2.65
H -1.64 -1.07 -4.93
H -0.04 -0.33 -6.66
H 1.70 1.34 -6.11
H 1.83 2.28 -3.84
H -1.67 2.91 -3.38
H -3.22 4.82 -3.27
H -3.34 6.21 -1.23
H -1.90 5.68 0.71
H -0.37 3.75 0.62
C -3.85 0.03 5.28
C -2.45 0.01 4.72
O -2.43 -0.68 3.44
P -2.37 0.10 2.08
S -2.37 -1.14 0.54
S -0.67 1.17 1.84
O -3.62 1.06 2.20
C -3.92 2.04 1.17
C -4.12 3.38 1.82
H -3.82 0.48 6.28
H -4.23 -0.98 5.37
H -4.52 0.61 4.65
H -1.77 -0.56 5.35
H -2.04 1.01 4.59
H -4.82 1.68 0.67
H -3.10 2.06 0.44
H -4.95 3.36 2.52
H -4.32 4.13 1.06
H -3.22 3.68 2.36
F 0.21 -3.55 1.20
C 1.10 -4.56 1.12
C 1.07 -5.51 2.10
F 0.15 -5.38 3.05
C 1.98 -6.59 2.14
C 2.92 -6.60 1.08
C 2.95 -5.65 0.11
F 3.87 -5.76 -0.85
C 2.04 -4.57 0.06
C 2.09 -3.55 -0.94
C 1.11 -2.58 -1.04
N 0.31 -1.74 -1.15
C 3.14 -3.39 -1.89
N 3.96 -3.15 -2.66
F 3.82 -7.58 1.02
C 1.95 -7.58 3.16
C 1.02 -7.57 4.23
N 0.30 -7.61 5.12
C 2.86 -8.67 3.22
N 3.57 -9.57 3.33

The max |F| is 0.92 eV/Å. For the lowest unoccupied orbital energy (alpha / beta), the calculation gives -0.0581 / -0.0815 hartree. The spin multiplicity is 2. The calculation puts the highest occupied orbital energy (alpha / beta) at -7.3898 / -8.0702 eV. For the frontier orbital gap (alpha / beta), the calculation gives 0.2135 / 0.2150 hartree.

Record-wise energy relative to the best compared isomer or geometry (same formula, charge and spin) values, in kcal/mol: 71.14, 20.46